Entry 1:
# C3H6OSe

An isolated molecule of C3H6OSe in a non-equilibrium geometry (ωB97M-V/def2-TZVPD, the Open Molecules 2025 dataset).

Computed properties:
HOMO-LUMO gap ... 9.42 eV
Highest occupied orbital energy ... -8.9 eV
Maximum force ... 7.01 eV/Å
SMILES ... C=COC[SeH]
E ... -70598.71632 eV
ΔE to the lowest compared entry with this formula, charge and spin ... 202.61 kJ/mol

```
! wB97M-V def2-TZVPD RIJCOSX def2/J DEFGRID3
* xyz 0 1
Se -1.644 -0.554 2.707
O 0.426 -0.269 0.450
C 1.073 0.668 -1.875
C -0.935 0.052 0.860
C 1.218 0.094 -0.592
H -1.263 1.142 0.948
H 2.213 -0.138 -0.392
H 0.061 0.991 -2.278
H 1.852 0.613 -2.516
H -1.242 -2.030 2.368
H -1.760 -0.570 0.319
*
```

***

Entry 2:
# C4H9NO

A cluster of 2 separate species, C4H9NO in total (ωB97M-V/def2-TZVPD, the Open Molecules 2025 dataset).

Computed properties:
HOMO-LUMO gap ... 11.12 eV
Highest occupied orbital energy ... -10.3 eV
Maximum force ... 0.74 eV/Å
SMILES ... CCN=C=O.C
E ... -7831.45984 eV
ΔE to the lowest compared entry with this formula, charge and spin ... 82.99 kJ/mol

```
! wB97M-V def2-TZVPD RIJCOSX def2/J DEFGRID3
* xyz 0 1
O 0.943 -1.941 1.585
N -0.362 -1.332 -0.306
C -1.567 -0.631 -0.680
C 2.420 0.760 -0.045
C 0.251 -1.611 0.690
C -1.818 0.615 0.160
H -2.759 1.087 -0.142
H 2.567 -0.067 0.653
H -1.889 0.361 1.222
H -2.410 -1.327 -0.598
H -1.476 -0.364 -1.737
H 1.705 0.460 -0.816
H 3.373 1.020 -0.512
H 2.032 1.627 0.497
H -1.009 1.341 0.031
*
```

***

Entry 3:
# C35H99N7O14

A cluster of 11 separate species, C35H99N7O14 in total in a non-equilibrium geometry (ωB97M-V/def2-TZVPD, the Open Molecules 2025 dataset).

Computed properties:
HOMO-LUMO gap ... 8.85 eV
Highest occupied orbital energy ... -8.8 eV
Maximum force ... 1.48 eV/Å
SMILES ... COC[C@H](C)N.COC[C@H](C)N.COC[C@H](C)N.COC[C@H](C)N.COC[C@H](C)N.COC[C@H](C)N.COC[C@H](C)N.OCCO.OCCO.OCCO.CO
E ... -76990.72054 eV
ΔE to the lowest compared entry with this formula, charge and spin ... 0.00 kJ/mol

```
! wB97M-V def2-TZVPD RIJCOSX def2/J DEFGRID3
* xyz 0 1
O -2.485 -4.589 -2.762
O 1.746 3.601 0.338
O 0.525 2.900 -7.089
O -0.080 -1.299 -0.480
O -2.277 -6.875 0.044
O 3.860 -2.981 3.571
O 4.650 -1.238 -0.788
O -5.618 -0.193 -1.121
O -0.715 -0.900 -5.222
O -1.497 8.047 -2.495
O -1.817 -1.035 5.746
O -1.022 4.406 -2.450
O -1.471 4.079 -5.215
O -1.328 -3.282 4.190
N 2.454 2.812 3.862
N 0.098 -3.427 -2.669
N 3.284 0.234 5.196
N -0.887 2.248 -0.421
N 6.485 -3.302 -0.632
N -3.718 2.293 0.788
N -4.322 0.360 3.479
C -1.400 2.708 -5.599
C -4.603 0.280 -0.285
C -2.495 -5.829 -2.099
C -1.780 -0.038 -5.564
C 4.009 -1.628 3.907
C 0.559 1.189 -2.111
C -0.993 -1.781 -4.148
C 4.532 -3.347 2.378
C 6.800 -1.940 -0.194
C 3.706 -0.210 -0.935
C -3.088 -0.529 5.366
C 6.006 -0.857 -0.932
C 0.317 -3.734 -5.026
C 1.662 2.870 2.624
C 0.209 -2.683 -3.930
C -4.781 1.773 -0.069
C -2.563 -3.939 4.341
C 2.906 -1.142 4.846
C -1.767 -1.492 7.087
C -0.066 0.013 0.044
C -5.362 -1.521 -1.556
C 2.490 3.565 1.553
C 8.309 -1.739 -0.299
C 0.265 -2.255 0.525
C -0.888 6.796 -2.775
C 2.119 4.639 -0.531
C -4.801 2.548 -1.386
C -0.497 0.979 -1.040
C 0.324 3.524 2.866
C -0.008 2.239 -5.942
C -2.981 -0.060 3.917
C -1.967 1.057 3.752
C -1.682 5.640 -2.188
C 1.552 -1.107 4.145
C -2.176 -5.621 -0.618
H 8.652 -2.119 -1.263
H -1.706 2.121 -4.727
H 0.532 -3.283 -6.001
H 6.719 -3.389 -1.617
H -1.172 2.915 -1.138
H 3.452 3.063 1.393
H 1.924 5.609 -0.055
H 3.146 4.609 -0.908
H 2.756 -0.727 -1.094
H -2.618 -0.606 -5.985
H 0.305 4.593 3.085
H -5.334 -2.246 -0.740
H 1.778 2.584 4.586
H -1.365 -2.422 4.653
H -3.588 0.073 -0.657
H 1.435 4.604 -1.381
H 2.774 4.575 1.868
H -4.602 -0.189 0.711
H 5.014 -1.458 4.324
H 8.802 -2.351 0.458
H -3.376 0.335 5.985
H -3.468 -6.307 -2.213
H -2.368 8.018 -2.903
H 0.944 -3.967 -2.510
H -6.148 -1.779 -2.263
H 4.201 -4.349 2.118
H -5.544 2.157 -2.084
H -0.577 -2.393 1.208
H -2.220 1.975 4.288
H 0.737 -0.740 4.773
H -1.743 -6.513 -2.505
H 5.604 -3.271 2.581
H 0.064 -2.842 -1.835
H -1.420 4.639 -5.995
H -5.785 1.963 0.325
H -1.382 0.535 -1.514
H 6.218 0.120 -0.479
H -2.116 2.467 -6.386
H -2.776 2.096 0.414
H 8.604 -0.705 -0.124
H 2.568 0.656 5.778
H 3.092 2.021 3.938
H 1.393 1.854 2.297
H 1.175 -4.374 -4.820
H -0.084 1.179 -6.189
H -2.469 -4.890 3.814
H 5.466 -3.269 -0.587
H -2.711 -4.801 -0.125
H -0.960 0.732 4.007
H 0.633 3.835 -6.892
H 0.410 -3.204 0.009
H 3.789 0.413 -1.834
H -1.141 -5.252 -0.548
H -3.461 -3.467 3.919
H -3.816 2.553 -1.866
H -1.862 -2.397 -4.414
H -0.710 0.070 0.928
H -2.775 -4.129 5.400
H 3.971 -1.001 3.003
H -1.224 -1.214 -3.236
H 2.773 -1.784 5.723
H 1.194 -1.985 1.032
H -2.221 -0.753 7.757
H -2.662 5.626 -2.678
H 1.507 -0.586 3.187
H -2.061 0.524 -4.671
H -0.171 3.017 3.699
H -1.087 4.225 -3.403
H 6.435 -1.804 0.828
H -1.984 1.371 2.705
H -0.643 -4.213 -5.224
H -0.819 6.619 -3.859
H 0.024 2.588 -0.100
H -1.776 5.757 -1.110
H 0.779 0.240 -2.617
H -2.653 -0.939 3.342
H -1.558 -4.273 -2.837
H 1.292 -2.152 3.939
H 0.161 1.797 -2.928
H -0.304 3.360 1.989
H 1.486 1.640 -1.755
H -3.921 -1.201 5.614
H -2.371 -2.402 7.161
H -3.717 3.305 0.837
H 4.242 -2.695 1.546
H -1.708 -6.888 0.817
H -1.409 0.605 -6.361
H 0.161 6.796 -2.478
H 6.273 -0.771 -1.995
H -4.414 -1.518 -2.092
H -5.035 3.593 -1.166
H 4.108 0.198 5.793
H -0.726 -1.617 7.373
H 0.698 2.365 -5.117
H -4.762 -0.497 3.145
H 0.952 0.278 0.373
H -4.195 0.859 2.595
H 3.613 0.477 -0.088
H 1.136 -2.096 -3.941
*
```

***

Entry 4:
# C3H8O

An isolated molecule of C3H8O (ωB97M-V/def2-TZVPD, the Open Molecules 2025 dataset).

Computed properties:
HOMO-LUMO gap ... 10.97 eV
Highest occupied orbital energy ... -9.8 eV
Maximum force ... 0.65 eV/Å
SMILES ... CCOC
E ... -5287.55091 eV
ΔE to the lowest compared entry with this formula, charge and spin ... 57.85 kJ/mol

```
! wB97M-V def2-TZVPD RIJCOSX def2/J DEFGRID3
* xyz 0 1
O 0.504 0.703 0.397
C -1.805 0.137 0.229
C 1.841 0.263 0.327
C -0.370 -0.385 0.190
H 2.196 0.205 -0.712
H 2.473 0.993 0.837
H -2.045 0.591 1.201
H -2.514 -0.680 0.067
H -0.066 -0.901 -0.747
H 1.967 -0.731 0.791
H -0.231 -1.124 0.999
H -1.957 0.900 -0.538
*
```

***

Entry 5:
# C15H9F3N2PdS2

A structure of composition C15H9F3N2PdS2 (ωB97M-V/def2-TZVPD, the Open Molecules 2025 dataset).

Computed properties:
HOMO-LUMO gap ... 3.63 eV
Highest occupied orbital energy ... 1.1 eV
Maximum force ... 0.37 eV/Å
E ... -51983.35344 eV

```
! wB97M-V def2-TZVPD RIJCOSX def2/J DEFGRID3
* xyz -2 1
Pd 0.119 0.048 -0.752
S -1.515 -4.227 -0.094
S 1.715 1.554 -3.089
F 4.839 4.653 -1.918
F 4.190 3.248 -3.409
F 3.050 5.050 -3.074
N 1.952 -2.254 0.438
N 1.175 1.940 -0.555
C -0.314 -2.891 -0.057
C 0.997 -3.201 0.462
C -0.829 -1.682 -0.505
C 2.902 3.402 -1.371
C 3.045 3.930 -0.097
C 1.299 -4.478 1.004
C 3.531 -3.760 1.458
C -2.219 -1.897 -0.887
C 3.150 -2.537 0.920
C 3.723 4.043 -2.447
C 1.954 2.348 -1.614
C -2.698 -3.153 -0.728
C 1.349 2.461 0.648
C 2.556 -4.753 1.494
C 2.275 3.450 0.946
H 2.780 -5.733 1.904
H -3.690 -3.525 -0.950
H 4.537 -3.927 1.824
H 2.379 3.832 1.954
H 3.769 4.716 0.071
H 0.692 2.063 1.413
H 3.875 -1.724 0.872
H 0.527 -5.237 1.037
H -2.837 -1.099 -1.278
*
```

***

Entry 6:
# C28H53FN5O8S2

A cluster of 4 separate species, C28H53FN5O8S2 in total (ωB97M-V/def2-TZVPD, the Open Molecules 2025 dataset).

Computed properties:
HOMO-LUMO gap ... 7.39 eV
Highest occupied orbital energy ... -11.3 eV
Maximum force ... 0.82 eV/Å
E ... -78108.50750 eV

```
! wB97M-V def2-TZVPD RIJCOSX def2/J DEFGRID3
* xyz 1 1
S 1.530 3.073 -2.324
S -4.767 1.133 -2.517
F 1.386 4.498 -1.726
O 0.667 2.993 -3.452
O 2.910 2.796 -2.457
O 2.457 -3.770 0.002
O -2.243 4.364 1.583
O 5.696 2.369 -1.334
O -2.517 -5.913 -4.196
O -0.239 4.677 0.749
O -1.447 0.607 4.570
N 0.583 -4.977 -0.062
N -0.404 0.509 0.881
N -0.528 1.872 6.170
N -3.244 -3.887 -4.810
N -1.073 -0.323 1.795
C 0.190 3.006 6.729
C 6.140 3.180 -2.398
C 6.199 2.764 -0.074
C 2.739 -6.149 -0.131
C -1.038 -1.769 1.504
C -1.395 4.499 0.540
C -0.260 -6.160 -0.109
C -0.819 1.620 4.879
C 3.119 1.387 -0.076
C 0.953 0.575 0.856
C -0.513 -2.555 2.711
C -3.322 -0.086 -0.435
C -0.622 2.153 -0.835
C -4.191 -2.909 -5.304
C -4.758 -5.806 -5.030
C 1.606 1.393 -0.097
C -1.515 3.094 -1.622
C -1.208 1.268 0.083
C 0.789 2.147 -0.958
C 1.716 -0.236 1.857
C 3.718 2.631 0.585
C -2.685 1.116 0.287
C -3.421 0.055 -1.953
C -0.346 2.622 3.853
C -3.419 -5.226 -4.644
C 1.934 -4.878 -0.062
C 5.179 2.435 1.007
C -2.014 4.344 -0.828
H 1.078 2.666 7.262
H 2.521 -6.793 0.722
H -3.094 4.269 -0.698
H -3.201 2.013 -0.039
H 0.497 3.686 5.942
H 1.966 -1.210 1.433
H -0.904 -6.135 -0.986
H -2.403 2.580 -1.962
H -4.963 -5.643 -6.088
H -1.850 5.241 -1.417
H -4.381 -2.140 -4.552
H 0.553 -2.743 2.654
H -0.446 3.549 7.428
H -2.475 0.367 -2.392
H -2.325 -3.568 -4.549
H -0.777 3.605 4.032
H 0.152 -4.069 -0.017
H 0.741 2.714 3.866
H -4.867 1.909 -1.433
H -0.424 -1.958 0.625
H 7.125 2.217 0.124
H 2.519 -6.696 -1.048
H -4.334 -0.191 -0.046
H -3.805 -2.418 -6.199
H -1.012 -3.523 2.736
H 3.658 3.487 -0.083
H 5.356 3.096 1.855
H 3.792 -5.887 -0.117
H 0.352 -7.054 -0.157
H -3.155 4.283 1.284
H 5.641 2.843 -3.302
H 6.449 3.827 -0.070
H 5.874 4.226 -2.233
H -2.050 -2.129 1.329
H -0.870 1.169 6.807
H -2.882 1.017 1.350
H -1.009 3.421 -2.511
H 5.345 1.419 1.366
H -0.802 -0.117 2.752
H 1.148 -0.397 2.762
H -2.809 -1.017 -0.203
H -3.644 -0.921 -2.378
H -5.561 -5.359 -4.444
H 3.469 0.534 0.488
H 7.219 3.089 -2.545
H 2.623 0.278 2.143
H -0.783 -2.054 3.639
H -0.886 -6.215 0.784
H 3.511 1.261 -1.078
H -0.666 2.292 2.870
H 3.135 2.888 1.473
H -4.732 -6.874 -4.837
H -5.138 -3.377 -5.551
*
```

***

Entry 7:
# C14H17IN2OZr

A structure of composition C14H17IN2OZr in a non-equilibrium geometry (ωB97M-V/def2-TZVPD, the Open Molecules 2025 dataset).

Computed properties:
HOMO-LUMO gap ... 7.25 eV
Highest occupied orbital energy ... -15.3 eV
Maximum force ... 3.64 eV/Å
E ... -29188.61656 eV

```
! wB97M-V def2-TZVPD RIJCOSX def2/J DEFGRID3
* xyz 2 1
I -1.528 -3.446 -1.121
Zr -0.839 -1.103 0.337
O 0.226 -1.754 1.935
N 1.087 -1.169 -1.057
N -0.244 1.069 -0.346
C -3.062 -1.690 1.293
C 2.781 -2.382 -2.221
C 0.155 0.091 3.607
C 3.100 -1.230 -2.951
C 0.774 1.212 -1.260
C -3.017 -0.195 0.975
C -0.262 3.445 -0.001
C -0.159 -0.563 2.310
C 1.773 -2.305 -1.263
C -0.706 2.163 0.311
C 1.213 2.490 -1.650
C 0.707 3.614 -0.995
C 1.421 -0.021 -1.718
C 2.403 -0.048 -2.723
H 1.208 0.016 3.935
H -3.622 -1.820 2.228
H -0.072 1.157 3.442
H -2.777 0.407 1.855
H 1.057 4.610 -1.255
H -2.080 -2.218 1.529
H 1.961 2.582 -2.434
H -4.031 0.059 0.662
H -2.436 0.167 0.084
H -0.498 -0.279 4.417
H -0.693 4.288 0.539
H 3.888 -1.244 -3.703
H 3.288 -3.331 -2.382
H 2.564 0.873 -3.286
H -3.579 -2.250 0.504
H -1.460 1.974 1.085
H 1.458 -3.172 -0.683
*
```

***

Entry 8:
# C25H43F3NdO3P2S

A structure of composition C25H43F3NdO3P2S in a non-equilibrium geometry (ωB97M-V/def2-TZVPD, the Open Molecules 2025 dataset).

Computed properties:
HOMO-LUMO gap (alpha / beta) ... 7.05 / 7.21 eV
Highest occupied orbital energy (alpha / beta) ... -10.6 / -10.6 eV
Maximum force ... 4.26 eV/Å
E ... -85599.92327 eV
ΔE to the lowest compared entry with this formula, charge and spin ... 0.00 kJ/mol

```
! wB97M-V def2-TZVPD RIJCOSX def2/J DEFGRID3
* xyz 1 4
Nd -1.544 0.811 -1.377
S -2.768 -1.847 -0.481
P -1.242 2.006 -4.977
P -1.285 -1.085 -5.307
F -2.898 -1.913 2.219
F -1.867 -3.632 1.276
F -4.080 -3.435 1.195
O -3.356 -2.727 -1.445
O -3.360 -0.481 -0.320
O -1.331 -1.527 -0.797
C 2.036 0.398 -0.356
C -2.259 1.435 2.086
C -2.908 -2.775 1.166
C -2.111 1.335 -6.513
C -2.772 -2.116 -5.079
C -0.278 0.476 0.751
C -1.225 1.521 1.006
C 1.565 -4.252 -0.922
C 1.271 3.242 -1.182
C -1.812 -0.123 -6.848
C 0.435 2.053 -5.845
C 2.514 -1.681 -3.578
C -1.381 4.046 0.405
C 1.211 -1.648 -2.831
C -0.891 2.652 0.164
C -0.085 -0.734 1.598
C 0.460 -3.839 -1.545
C 0.648 0.929 -0.253
C 0.271 2.291 -0.617
C -0.236 -2.338 -6.276
C 0.485 -3.091 -2.846
C 3.353 -3.919 -2.670
C 2.837 -3.554 -1.239
C 3.302 -2.778 -3.658
C -1.732 3.716 -5.538
H 2.590 -2.487 -1.194
H 2.755 -0.733 -4.089
H -2.688 -3.138 -5.465
H -3.628 -1.631 -5.553
H 3.588 -3.686 -0.450
H 0.849 4.177 -1.554
H 0.456 -1.527 1.055
H 2.440 0.465 -1.370
H -0.352 -3.363 -5.896
H 0.950 1.097 -5.655
H 0.533 -0.896 -3.300
H -2.379 4.196 -0.013
H -0.728 4.780 -0.072
H 1.027 2.879 -5.415
H -0.543 -2.904 -3.218
H -2.940 -2.146 -3.999
H 0.513 -0.441 2.478
H 2.072 -0.652 -0.057
H -2.888 2.340 2.153
H -2.815 3.830 -5.404
H -3.186 1.475 -6.316
H 0.999 -3.760 -3.569
H -1.236 4.493 -4.949
H -1.497 3.892 -6.602
H 2.662 0.969 0.341
H 1.981 3.473 -0.378
H 1.803 2.820 -2.042
H -0.470 -2.342 -7.351
H -1.049 -1.120 1.945
H 1.572 -5.054 -0.179
H 0.318 2.211 -6.937
H -1.869 1.957 -7.396
H 0.826 -2.086 -6.183
H 3.995 -2.904 -4.472
H -2.702 -0.603 -7.291
H 1.286 -1.276 -1.799
H -1.762 1.271 3.059
H -1.444 4.261 1.478
H 4.373 -4.327 -2.557
H -1.006 -0.188 -7.604
H 2.832 -4.790 -3.116
H -0.499 -3.853 -1.054
H -2.913 0.565 1.897
*
```

***

Entry 9:
# C23H15Br2NO4PdSbSe4

A structure of composition C23H15Br2NO4PdSbSe4 (ωB97M-V/def2-TZVPD, the Open Molecules 2025 dataset).

Computed properties:
HOMO-LUMO gap (alpha / beta) ... 6.28 / 4.54 eV
Highest occupied orbital energy (alpha / beta) ... -4.8 / -4.8 eV
Maximum force ... 0.72 eV/Å
E ... -445265.31106 eV

```
! wB97M-V def2-TZVPD RIJCOSX def2/J DEFGRID3
* xyz -1 5
Sb 3.549 -2.587 1.918
Pd 3.117 -0.470 0.242
Br 0.350 6.033 1.777
Br 4.751 4.293 -1.281
Se 4.632 -0.504 2.361
Se 3.340 -2.729 -1.221
Se 1.359 -2.780 3.235
Se 5.073 -1.379 -1.461
O 3.772 1.530 -0.343
O 0.466 -1.877 0.127
O 1.699 -0.230 -1.419
O -0.167 0.591 -2.302
N 1.699 0.928 1.292
C -1.045 -2.129 -1.761
C -2.608 -2.547 -3.550
C -0.606 -3.443 -1.867
C 3.058 2.485 0.104
C 2.478 4.862 0.325
C 0.440 -0.141 -1.524
C -2.051 -1.687 -2.619
C -2.061 -1.218 1.204
C -1.554 -0.533 0.100
C -1.169 -4.307 -2.799
C 1.924 2.231 0.981
C 3.286 3.836 -0.171
C 1.410 4.592 1.134
C -0.165 1.556 2.627
C -3.650 0.533 1.638
C -3.095 -0.695 1.966
C -2.174 -3.864 -3.641
C 0.705 0.601 2.079
C -0.427 -1.183 -0.727
C 0.034 2.874 2.333
C 1.102 3.258 1.494
C -3.156 1.224 0.543
C -2.124 0.698 -0.223
H -4.455 0.948 2.233
H -2.614 -4.536 -4.369
H 0.568 -0.454 2.271
H 2.714 5.883 0.057
H -0.989 1.232 3.248
H -0.624 3.636 2.728
H -2.375 -0.657 -2.563
H -3.466 -1.253 2.818
H -0.001 -2.569 0.610
H -0.810 -5.327 -2.866
H 0.199 -3.796 -1.236
H -1.652 -2.177 1.500
H -3.571 2.189 0.278
H -3.385 -2.183 -4.211
H -1.731 1.240 -1.071
*
```

***

> maximum force of number 4 (C3H8O)?

0.65 eV/Å

***

> Which value of E does entry 5 give?

-51983.35344 eV